Record 1
This record from OMol25 describes a cluster of 13 separate species, C52H104O39 in total at a distorted geometry. The level of theory is ωB97M-V/def2-TZVPD.

Kohn-Sham gap, eV: 11.1302
Charge: 0
Multiplicity: 1
E_LUMO, eV: 0.527

Atoms and positions in Å:
O -0.9227 -2.8292 6.2660
O 6.5525 5.2604 -1.9287
O -3.1017 -1.8347 1.1589
O 1.0903 0.4514 -0.5230
O 3.1958 -4.8244 5.9099
O -0.8101 -4.0281 -8.1529
O 2.9581 -6.7346 6.8435
O -0.7242 -0.3622 -8.3304
O -0.5987 -6.0686 -7.2249
O -2.5919 -1.4895 6.1655
O 0.6781 -4.5296 -6.4910
O -2.8832 5.0110 0.9358
O -4.9392 3.6125 -1.1294
O -0.3198 0.9736 -6.7340
O -2.6030 -2.8264 -3.7124
O 3.8348 -0.8283 9.4043
O -0.6793 -0.8769 5.1699
O -4.2768 1.5746 -1.0488
O 1.2922 4.5806 -2.1956
O 2.4099 -2.0387 8.1566
O -1.7858 -4.6408 -2.6057
O 5.5326 3.7314 -0.6535
O -3.4626 7.0251 1.3253
O -0.7351 3.7653 -2.5104
O -0.5417 5.8376 -1.8063
O 3.4940 -0.1921 7.3810
O -5.0131 -0.9240 0.7943
O 1.5891 -4.1423 1.1097
O 1.7582 -0.0724 1.4393
O 7.3533 4.5731 0.0765
O 3.0382 -4.2373 -0.6249
O 0.6303 1.3854 -8.7520
O -1.3116 6.4377 1.7171
O -5.2583 2.3023 -2.9375
O 4.9509 -5.7007 7.0136
O -0.1212 1.1599 1.2482
O -3.0496 -4.9425 -4.2939
O 2.9608 -2.5290 0.8331
O -4.9860 -2.9719 1.7101
C -3.2575 8.4156 1.4364
C -5.2128 5.9942 -1.0174
C -0.3849 -0.2265 -2.2268
C -1.6509 -6.5409 -8.0539
C 0.8214 0.5859 0.7730
C 0.1240 0.9763 -1.4514
C -0.7093 -0.7564 -9.7086
C 2.5661 -3.6875 0.3272
C 6.4988 4.5879 -0.9399
C 1.7392 -0.0444 2.8533
C 3.4460 2.6196 -1.2229
C -3.2368 9.0671 0.0752
C -1.3410 -1.6837 5.7834
C 1.5233 1.9011 -5.5330
C 4.6274 -0.7519 0.8864
C -2.5064 -4.0097 -3.5444
C -1.9699 3.9353 0.7861
C 3.8041 -5.7257 6.6598
C 0.5152 -2.3193 -5.4234
C 3.4223 -3.3112 3.9915
C 4.0037 -1.8832 0.0621
C -1.2615 -3.8183 -1.5827
C -6.4119 -0.7292 0.8988
C -3.2442 -0.2955 5.7221
C 0.9985 -5.3607 0.6847
C 0.0630 8.0275 -2.5764
C -3.9723 0.3131 -1.6047
C -4.8803 2.4869 -1.8181
C -5.2419 -4.3747 -5.1787
C 0.1730 2.1846 -6.1526
C 3.1645 -1.1110 8.2751
C -0.0536 0.7309 -8.0201
C 0.1080 4.7443 -2.2145
C 4.6365 -2.8033 10.6052
C -5.6060 4.7129 -1.7211
C -2.4335 6.1520 1.3974
C -3.5993 -0.3536 4.2488
C 4.6906 3.3082 -1.7482
C 3.4245 -7.8415 7.5934
C 1.2103 -3.2154 -6.4631
C -2.2423 -2.8280 1.6755
C -2.0989 4.0229 -2.8248
C -0.2895 -4.7617 -7.3620
C 3.8356 -3.6584 5.4043
C 2.5961 0.0686 6.3187
C 0.2425 6.9827 -1.4631
C 0.3722 -3.2662 5.9061
C -0.8122 -2.2997 1.7286
C 8.4576 5.4500 0.0699
C 3.5963 -1.6869 10.5127
C -4.4108 -1.9978 1.2734
C -3.7593 -4.6387 -5.4820
H -1.5720 -6.1417 -9.0632
H 0.4682 -5.1788 -0.2526
H -2.1994 4.7469 -3.6348
H 3.1111 0.2069 5.3716
H 4.6709 -3.1800 11.6310
H 4.2102 -8.3752 7.0631
H 2.3489 -3.1240 3.9288
H -1.6982 -2.8208 -1.4966
H 4.8152 -2.5345 -0.2512
H 3.7331 -0.9938 11.3472
H -2.7868 0.0089 3.6124
H 0.9995 -0.6925 3.3212
H 1.3101 6.7834 -1.4418
H 5.6631 -2.4772 10.4408
H 3.5707 -4.1074 3.2589
H -3.5080 0.4057 -2.5873
H 0.8171 -3.9210 6.6443
H -0.4273 -2.1366 0.7168
H -0.1774 7.3636 -0.5374
H 2.5947 -2.0970 10.6248
H -0.7997 -1.0148 -1.5924
H 2.7194 2.5563 -2.0255
H -3.8488 -1.3627 3.9230
H 4.0034 -2.4447 3.6810
H 3.7071 1.6466 -0.8118
H -1.1604 -0.0127 -2.9656
H -4.1357 8.7899 -0.4834
H 5.3424 2.6401 -2.3162
H -5.3900 4.8241 -2.7854
H -3.2719 -0.2180 -0.9653
H 0.2767 -0.7167 -10.1665
H -6.7734 -1.1847 1.8219
H 9.3608 5.1589 -0.4646
H 1.1427 -1.4290 -5.4138
H -4.2247 -0.3230 6.1995
H -6.6877 4.5998 -1.6199
H 3.0567 3.2848 -0.4507
H 8.1959 6.4696 -0.2197
H -1.2267 0.0662 -10.2168
H -0.7631 -1.2973 2.1579
H -2.3161 -3.7821 1.1538
H -5.6106 6.8706 -1.5365
H -3.2976 10.1550 0.1565
H -2.3764 8.7801 1.9728
H 0.3105 7.6085 -3.5531
H -5.6983 -4.0837 -6.1246
H 3.4555 -1.4866 -0.7918
H 1.9227 2.7322 -4.9463
H -1.3062 -1.6492 -9.8325
H -0.4823 2.4982 -5.3388
H 0.7763 8.8524 -2.4835
H 2.3085 1.7182 -6.2682
H -0.1906 -3.6346 -1.6847
H -4.1402 6.1788 -1.0385
H 2.7476 -0.3036 3.1705
H -2.6265 -6.3561 -7.6054
H 4.3739 -3.6223 9.9372
H 2.2576 -3.2808 -6.1728
H 1.5505 0.9766 3.1978
H 8.7110 5.5254 1.1296
H -1.4768 -4.3317 -0.6487
H -4.4249 0.3202 4.0110
H 3.8359 -7.4988 8.5473
H -5.4190 -3.6984 -4.3484
H -4.8677 -0.3069 -1.6378
H 5.5198 -0.4910 0.3181
H -2.5195 -3.1028 2.6985
H 1.1724 -2.7248 -7.4368
H 0.3017 -5.8355 1.3698
H 2.5793 -8.4621 7.8756
H 1.0640 -2.4379 5.7459
H 1.7578 -6.1072 0.4439
H -2.5259 3.0834 -3.1693
H 1.3738 1.0414 -4.8783
H 0.4183 -0.7325 -2.7655
H -2.7219 0.5947 6.0623
H 0.5266 -2.8664 -4.4786
H 0.1772 3.0135 -6.8601
H -6.5693 0.3452 0.8817
H 4.9229 -3.7327 5.4167
H 4.4327 4.1710 -2.3608
H -0.5312 -2.1119 -5.6390
H 3.4693 -2.8590 6.0502
H -0.9124 8.5141 -2.5944
H -2.2951 3.1107 0.1539
H -3.3319 -3.7622 -5.9730
H 0.3716 -3.7173 4.9100
H -5.6030 6.0293 -0.0027
H -4.0876 8.8052 2.0279
H 2.1201 1.0387 6.4985
H -1.5048 -7.6189 -8.1187
H 0.6941 1.5772 -2.1587
H -6.9162 -1.2224 0.0656
H -0.9423 4.2187 0.5731
H -2.3923 8.8334 -0.5730
H -0.1580 -2.9619 2.2906
H 1.7284 -0.5788 6.1986
H -5.6677 -5.3443 -4.9087
H -3.6887 -5.4979 -6.1435
H -1.9527 3.4100 1.7481
H 3.9458 0.0992 0.9034
H -2.6575 4.3879 -1.9649
H 4.8599 -1.0146 1.9156
H -0.6181 1.6151 -0.9865

Forces on atoms 1 to 6 (eV/Å):
O -0.19 -0.88 0.45
O 0.50 0.40 -0.40
O 0.17 0.60 -0.47
O 0.03 0.28 0.26
O -1.05 -0.26 -0.59
O 0.09 0.64 -0.01

***

Record 2
This record from OMol25 describes a cluster of 4 separate species, C3H13NO3 in total at a distorted geometry. The level of theory is ωB97M-V/def2-TZVPD.

Structure (SMILES): C=CNC.O.O.O
Kohn-Sham gap, eV: 9.2742
Charge: 0
Multiplicity: 1
E_LUMO, eV: 0.560

Atoms and positions in Å:
O -2.3814 2.6151 -1.4615
O -1.2393 -2.3627 0.8338
O -2.8483 -0.3290 -0.3176
N 0.8281 0.1533 0.0339
C 2.9071 -0.2442 -1.3790
C 0.7907 0.6896 1.4426
C 2.1310 -0.4764 -0.2633
H 1.8761 0.9806 1.6091
H 0.0518 1.4845 1.7265
H 0.6765 -0.1830 2.1737
H 0.6599 0.7443 -0.8407
H 3.7952 -0.6884 -1.7783
H -0.9601 -2.4492 1.7883
H -1.9801 1.9099 -2.0171
H -2.2952 -1.0282 -0.0006
H 2.3602 -1.0313 0.6291
H -3.0503 2.0064 -1.1372
H -0.4819 -1.8644 0.4928
H -3.6911 -0.6926 0.0710
H 2.8510 0.7657 -1.6055

Forces on atoms 1 to 6 (eV/Å):
O 0.33 -1.46 -0.88
O 0.97 -0.05 1.73
O -2.37 -0.08 0.46
N 1.74 0.14 -2.22
C -1.39 -0.37 2.91
C 1.80 -0.66 0.33

***

- E_LUMO of number 2 (C3H13NO3)?
  0.560 eV

***

- What is the formula in the first record?
  C52H104O39

***

- What is the multiplicity in the second record?
  1